(1)
Entry from OMol25: a structure of composition C37H36FeN9O3 in a non-equilibrium geometry (ωB97M-V with the def2-TZVPD basis set).

Geometry as XYZ:
```
86
C37H36FeN9O3, DFT ωB97M-V with the def2-TZVPD basis set
Fe 0.103 -0.807 0.641
N 3.731 -1.225 -2.479
C 2.642 -0.742 -1.877
N 2.426 -0.803 -0.604
C 3.348 -1.415 0.215
N 3.185 -1.423 1.503
N 1.976 -0.853 1.869
C 1.916 -0.397 3.032
C 0.709 0.359 3.422
C 0.531 0.826 4.706
C -0.584 1.607 4.983
C -1.464 1.903 3.964
C -1.218 1.369 2.705
N -0.164 0.608 2.443
C 4.546 -2.004 -0.374
C 5.525 -2.652 0.382
C 6.658 -3.141 -0.227
C 6.831 -2.989 -1.606
C 5.872 -2.363 -2.370
C 4.727 -1.872 -1.748
H 3.835 -1.133 -3.475
H 1.902 -0.268 -2.514
H 2.769 -0.478 3.705
H 1.252 0.573 5.476
H -0.758 1.980 5.985
H -2.329 2.530 4.133
H -1.893 1.544 1.872
H 5.369 -2.754 1.449
H 7.416 -3.641 0.362
H 7.728 -3.364 -2.082
H 6.000 -2.254 -3.441
C 0.266 -3.297 3.194
O -0.465 -2.300 2.482
C -1.720 -1.964 2.927
C -2.189 -2.224 4.203
C -3.483 -1.844 4.542
C -4.299 -1.225 3.605
C -3.817 -0.968 2.327
C -2.517 -1.314 1.989
N -1.899 -1.103 0.719
N -2.738 -0.871 -0.227
C -2.351 -1.009 -1.505
C -1.140 -1.697 -1.884
O -0.246 -2.047 -1.061
C -0.991 -2.054 -3.282
C -1.900 -1.689 -4.205
C -3.075 -0.929 -3.872
C -3.966 -0.497 -4.871
C -5.080 0.235 -4.548
C -5.332 0.547 -3.204
C -4.468 0.138 -2.214
C -3.318 -0.605 -2.526
H -0.389 -4.119 3.480
H 0.738 -2.875 4.083
H 1.032 -3.662 2.515
H -1.561 -2.720 4.933
H -3.851 -2.044 5.541
H -5.313 -0.945 3.866
H -4.437 -0.502 1.572
H -0.112 -2.631 -3.554
H -1.756 -1.979 -5.243
H -3.757 -0.751 -5.907
H -5.761 0.567 -5.322
H -6.216 1.119 -2.945
H -4.655 0.396 -1.179
C -1.861 2.355 -2.194
N -0.645 2.993 -1.713
C -0.454 4.384 -2.107
C 1.009 4.754 -2.049
C 1.523 4.403 -0.672
N 1.272 2.992 -0.384
C 2.144 2.384 0.602
C 0.185 2.319 -0.867
O -0.056 1.130 -0.575
H -1.808 2.164 -3.270
H -2.720 2.999 -1.999
H -1.998 1.414 -1.683
H -1.031 5.043 -1.450
H -0.848 4.501 -3.115
H 1.139 5.818 -2.244
H 1.566 4.195 -2.804
H 1.045 5.037 0.082
H 2.598 4.566 -0.604
H 3.184 2.466 0.281
H 1.890 1.345 0.711
H 2.042 2.879 1.573
```

HOMO (alpha / beta) = -9.35 / -9.39 eV
molar mass = 710.6 g/mol
expectation value of S² = 6.012
largest force on an atom = 1.5 eV/Å
electronic energy = -3413.67308 a.u.
HOMO-LUMO gap (alpha / beta) = 0.2355 / 0.2344 Ha
LUMO level (alpha / beta) = -2.94 / -3.01 eV
energy relative to the best compared isomer or geometry (same formula, charge and spin) = 30.0 kJ/mol
charge = +1
2S+1 = 5

---

(2)
Entry from OMol25: a structure of composition C37H36N6O4Pb in a non-equilibrium geometry (ωB97M-V with the def2-TZVPD basis set).

Geometry as XYZ:
```
84
C37H36N6O4Pb, DFT ωB97M-V with the def2-TZVPD basis set
Pb -0.155 0.098 -0.338
C -2.963 -1.482 -1.928
O -2.306 -1.441 -0.666
C -2.844 -2.093 0.397
C -3.821 -3.074 0.267
C -4.392 -3.666 1.379
C -4.042 -3.243 2.658
C -3.082 -2.275 2.815
C -2.417 -1.723 1.700
N -1.356 -0.891 1.900
N -0.960 -0.524 3.005
C -0.309 0.447 3.528
C -0.136 1.696 2.719
O -0.652 1.775 1.604
C 0.693 2.702 3.306
C 1.275 2.545 4.517
C 1.048 1.398 5.341
C 1.571 1.324 6.635
C 1.249 0.266 7.461
C 0.437 -0.760 6.989
C -0.058 -0.729 5.699
C 0.235 0.350 4.860
H -4.041 -1.360 -1.811
H -2.745 -2.408 -2.464
H -2.565 -0.640 -2.494
H -4.128 -3.400 -0.713
H -5.114 -4.457 1.248
H -4.508 -3.680 3.526
H -2.768 -1.951 3.796
H 0.838 3.599 2.721
H 1.908 3.327 4.909
H 2.206 2.122 6.985
H 1.626 0.237 8.470
H 0.182 -1.581 7.640
H -0.702 -1.521 5.343
C 2.308 1.398 -4.250
C 1.409 1.336 -3.058
N 1.471 0.349 -2.234
N 2.315 -0.636 -2.283
C 2.086 -1.770 -1.632
O 1.022 -1.982 -0.980
C 3.152 -2.769 -1.726
C 2.911 -4.104 -1.387
C 3.923 -5.039 -1.504
C 5.179 -4.658 -1.951
C 5.423 -3.335 -2.294
C 4.420 -2.393 -2.178
C 0.374 2.351 -2.856
C 0.281 3.468 -3.690
C -0.750 4.374 -3.501
C -1.657 4.153 -2.476
C -1.495 3.025 -1.688
N -0.520 2.146 -1.873
H 3.094 0.654 -4.149
H 1.741 1.181 -5.156
H 2.765 2.378 -4.357
H 1.921 -4.400 -1.072
H 3.730 -6.075 -1.269
H 5.971 -5.388 -2.029
H 6.393 -3.043 -2.664
H 4.607 -1.358 -2.425
H 0.996 3.629 -4.480
H -0.845 5.232 -4.150
H -2.472 4.836 -2.296
H -2.189 2.810 -0.890
O 1.788 -0.102 1.209
C 2.172 -1.095 1.862
C 3.315 -0.951 2.830
C 4.503 -1.841 2.425
C 4.384 -3.283 2.914
C 3.263 -4.071 2.243
C 1.881 -3.473 2.509
N 1.602 -2.283 1.727
H 2.989 -1.211 3.839
H 3.617 0.096 2.821
H 5.409 -1.412 2.855
H 4.616 -1.826 1.339
H 4.225 -3.281 3.995
H 5.329 -3.793 2.726
H 3.273 -5.089 2.634
H 3.429 -4.123 1.166
H 1.787 -3.237 3.575
H 1.107 -4.199 2.252
H 1.053 -2.412 0.879
```

HOMO (alpha / beta) = -12.13 / -12.16 eV
molar mass = 835.9 g/mol
largest force on an atom = 3.3 eV/Å
electronic energy = -2253.33411 a.u.
HOMO-LUMO gap (alpha / beta) = 0.1332 / 0.1265 Ha
LUMO level (alpha / beta) = -8.51 / -8.72 eV
energy relative to the best compared isomer or geometry (same formula, charge and spin) = 198.3 kJ/mol
charge = +2
2S+1 = 1

---

Question: Which formula does entry 2 have?
Answer: C37H36N6O4Pb

---

Question: Which value of charge does entry 2 give?
Answer: +2